# 1
27
Properties=species:S:1:pos:R:3 method="wB97M-V/def2-TZVPD" homo_energy_ev="-1.93 / -6.97" spin_multiplicity=8 charge=-1
Ti 17.289 -19.179 1.126
Ti 17.713 -21.963 1.483
O 16.567 -20.955 -0.292
H 16.127 -21.788 -0.551
O 16.491 -20.597 2.887
H 17.015 -20.036 3.491
C 21.717 -20.083 0.737
C 20.325 -20.648 0.980
O 19.995 -21.528 0.169
O 19.463 -20.183 1.752
H 22.393 -20.685 1.344
H 21.655 -19.052 1.086
H 22.071 -19.909 -0.279
B 14.166 -23.585 1.080
F 13.832 -24.902 0.721
F 15.444 -23.364 1.260
F 13.760 -22.840 0.089
F 13.315 -23.178 2.102
C 20.338 -25.129 0.038
C 18.937 -24.562 -0.265
O 18.245 -24.316 0.916
H 20.925 -25.322 -0.860
H 20.139 -25.965 0.709
H 20.912 -24.396 0.604
H 18.361 -25.238 -0.897
H 19.128 -23.671 -0.862
H 17.379 -24.720 0.827

***

# 2
25
Properties=species:S:1:pos:R:3 method="wB97M-V/def2-TZVPD" homo_energy_ev=-14.98 charge=+1
C -2.490 -0.283 0.632
C -1.999 0.952 -0.156
B -0.509 1.010 -0.557
O 0.132 2.128 -0.901
N 0.326 -0.318 -0.675
C 0.317 -1.121 -1.746
N -0.407 -0.847 -2.871
N 1.128 -2.172 -1.530
N 1.619 -2.044 -0.335
N 1.141 -0.954 0.197
S 1.493 -0.490 1.898
C 2.323 1.043 1.732
O 2.384 -1.500 2.312
O 0.204 -0.280 2.446
H -2.919 0.018 1.584
H -1.705 -1.004 0.852
H -3.274 -0.806 0.089
H -2.557 1.024 -1.097
H -2.204 1.878 0.383
H 1.072 2.089 -1.104
H -1.410 -0.941 -2.753
H -0.102 -1.406 -3.660
H 1.782 1.733 1.093
H 3.347 0.868 1.414
H 2.307 1.423 2.754

***

# 3
18
Properties=species:S:1:pos:R:3 method="wB97M-V/def2-TZVPD" homo_energy_ev=-9.08 charge=0
C 1.887 -0.944 0.165
B 1.269 0.570 -0.071
O 1.896 1.637 -0.393
C -0.433 0.741 -0.087
C -0.971 0.381 1.286
C -1.127 -0.234 -1.093
O -0.906 2.047 -0.532
H 1.372 -1.472 0.990
H 2.985 -1.007 0.298
H 1.631 -1.488 -0.724
H 2.900 1.740 -0.288
H -1.966 0.529 1.319
H -0.447 0.822 2.189
H -0.814 -0.640 1.321
H -2.221 -0.007 -1.086
H -0.767 0.042 -2.133
H -1.060 -1.371 -0.957
H -1.257 2.566 0.226

***

# 4
17
Properties=species:S:1:pos:R:3 method="wB97M-V/def2-TZVPD" homo_energy_ev=-9.29 charge=0
C 1.439 1.308 -0.262
C 1.098 0.059 0.020
C 1.121 -0.600 1.356
C 0.991 -0.978 -1.054
H 1.275 1.603 -1.327
H 1.763 1.975 0.529
H 1.515 0.121 2.025
H 0.113 -0.653 1.758
H 1.585 -1.535 1.414
H 0.108 -1.723 -0.871
H 1.935 -1.465 -1.209
H 0.775 -0.464 -1.978
B -2.534 -1.185 -0.075
S -4.066 -0.430 -0.261
H -1.401 -0.708 -0.038
H -2.590 -2.352 -0.098
H -3.802 0.830 -0.220

***

# 5
22
Properties=species:S:1:pos:R:3 method="wB97M-V/def2-TZVPD" homo_energy_ev=-8.66 charge=0
O 0.936 0.222 0.692
N 1.881 -0.540 0.603
Br 3.720 0.369 -0.142
C 2.017 -1.780 0.860
O 3.116 -2.499 0.738
H 1.140 -2.318 1.207
H 3.845 -1.952 0.388
C -3.552 -1.436 0.364
C -2.257 -1.706 1.034
N -1.104 -1.834 0.546
Br -0.817 -1.665 -1.282
H -4.018 -2.391 0.118
H -4.222 -0.888 1.020
H -3.399 -0.882 -0.561
H -2.279 -1.846 2.113
C 1.163 3.273 -1.347
N -0.014 2.929 -0.573
H 0.930 4.128 -1.983
H 1.959 3.562 -0.660
H 1.537 2.461 -1.986
H -0.767 2.648 -1.192
H 0.185 2.146 0.042

***

# 6
17
Properties=species:S:1:pos:R:3 method="wB97M-V/def2-TZVPD" homo_energy_ev=-15.11 charge=+1
C -1.452 -0.689 0.917
C -0.013 -0.153 0.676
C 1.096 -1.140 0.890
Cl 0.172 1.434 1.494
C 0.162 0.117 -1.129
N 0.152 1.592 -1.404
H -2.113 0.103 1.176
H -1.397 -1.394 1.763
H -1.730 -1.161 0.060
H 1.096 -1.883 0.202
H 0.814 -1.505 1.926
H 2.127 -0.645 0.930
H -0.533 -0.321 -1.769
H 1.212 -0.220 -1.342
H -0.014 2.043 -0.473
H -0.612 1.985 -1.976
H 1.033 1.835 -1.942

***

# 7
18
Properties=species:S:1:pos:R:3 method="wB97M-V/def2-TZVPD" homo_energy_ev="-13.11 / -13.51" charge=+1
C 0.778 0.461 -0.739
C 2.274 -1.912 -0.138
C -1.289 -0.596 0.104
C -1.024 1.834 0.302
N -0.590 0.675 -0.488
Si 2.281 -0.159 0.389
Cl 4.157 0.516 -0.204
H 0.898 0.220 -1.883
H 1.756 -2.769 0.320
H -2.325 -0.213 0.200
H -1.199 -1.383 -0.568
H -0.767 -0.872 1.052
H -2.053 2.216 -0.138
H -1.204 1.704 1.328
H -0.439 2.704 0.274
H -1.118 0.679 -1.395
H 2.457 -2.118 -1.180
H 1.662 0.265 1.657

***

# 8
33
Properties=species:S:1:pos:R:3 method="wB97M-V/def2-TZVPD" homo_energy_ev="5.75 / 5.75" spin_multiplicity=2 charge=-4
Cu 0.344 0.084 -0.857
S 0.635 -0.668 -3.491
O -0.610 -0.140 -2.817
O 1.494 -0.928 -2.331
O 0.411 -1.899 -4.283
O 1.221 0.339 -4.360
S 2.053 2.914 -2.172
O 1.276 1.776 -1.545
O 3.485 2.643 -2.338
O 1.495 3.189 -3.510
O 1.916 4.070 -1.249
S -1.375 2.339 0.639
O -1.506 3.517 -0.242
O -1.347 1.142 -0.265
O -0.039 2.511 1.275
O -2.432 2.270 1.667
C -0.215 -0.492 3.557
C 0.068 -0.983 2.140
C -1.108 -1.652 1.365
O -0.826 -1.728 -0.017
C -1.088 -2.929 -0.675
N 0.921 -0.083 1.354
H -0.787 -1.238 4.120
H -0.907 0.357 3.590
H 0.726 -0.140 3.977
H 0.660 -1.883 2.376
H -1.954 -0.953 1.376
H -1.371 -2.567 1.903
H -0.326 -3.096 -1.439
H -2.076 -2.984 -1.140
H -0.953 -3.785 0.003
H 0.491 0.867 1.446
H 1.724 0.132 1.941

***

Calculated electronic energy (eV), listed in the same order as above: -72341.5942 -29423.8829 -9098.1449 -15836.6228 -152972.0932 -18331.1079 -26206.5178 -109568.8047